No. 1
The following is a quantum chemistry calculation of a molecular structure, C7H31LiN10O11, from OMol25.

Each line ends with the natural charge from an NBO analysis.
Positions of all 60 atoms, in Å:
1 Li -17.2980 26.8449 17.4234  0.98
2 C -12.9959 27.5368 16.9763  -0.76
3 C -14.4197 27.3885 16.5603  0.80
4 O -15.2459 26.5404 16.9833  -0.94
5 O -14.7439 28.2195 15.7056  -0.75
6 H -12.6495 26.6220 17.4570  0.23
7 H -12.8783 28.4029 17.6276  0.22
8 H -12.3049 27.6284 16.1384  0.25
9 C -17.9389 28.3692 13.6726  0.77
10 O -17.4966 29.4612 13.5119  -0.68
11 N -17.2273 27.3683 14.1483  -0.85
12 N -19.1721 28.0361 13.5072  -0.82
13 H -17.7297 26.5619 14.4910  0.35
14 H -16.3574 27.6366 14.5858  0.44
15 H -19.4597 27.1001 13.7547  0.38
16 H -19.7560 28.7550 13.1042  0.42
17 C -14.8934 22.6210 18.3534  0.76
18 O -13.7732 22.6230 17.9049  -0.70
19 N -15.6677 21.6165 18.5404  -0.82
20 N -15.4649 23.7387 18.7021  -0.85
21 H -15.2309 20.8143 18.1093  0.41
22 H -16.6657 21.6491 18.6924  0.39
23 H -16.3793 23.6056 19.1099  0.37
24 H -15.0107 24.5360 18.2802  0.44
25 C -11.1422 24.6936 16.1576  0.75
26 O -10.2611 25.3406 15.5990  -0.67
27 N -11.9853 23.9080 15.4771  -0.85
28 N -11.3785 24.6022 17.4513  -0.85
29 H -11.8905 23.9063 14.4716  0.40
30 H -12.8994 23.7310 15.8686  0.39
31 H -12.1985 24.1057 17.7693  0.42
32 H -10.9116 25.3305 17.9726  0.41
33 C -15.0536 31.3414 12.5825  0.76
34 O -14.1936 31.7099 11.8938  -0.67
35 N -14.8077 30.3478 13.4111  -0.85
36 N -16.3458 31.7448 12.6931  -0.86
37 H -15.6796 30.0579 13.8305  0.40
38 H -13.8883 30.1968 13.8010  0.39
39 H -16.7072 32.2540 11.8993  0.39
40 H -16.8762 31.2606 13.4033  0.42
41 C -12.9341 31.2507 15.8121  0.77
42 O -13.8517 31.5292 16.6729  -0.76
43 N -12.5193 32.0996 14.8827  -0.81
44 N -12.2058 30.2204 15.8396  -0.80
45 H -11.7729 31.7938 14.2749  0.38
46 H -12.9072 33.0274 14.7896  0.42
47 H -12.5597 29.5358 16.4923  0.42
48 H -11.7554 30.0713 14.9479  0.38
49 O -12.3611 27.2381 20.2105  -0.94
50 H -12.1597 26.3380 20.4665  0.48
51 H -13.2486 27.1935 19.8547  0.47
52 O -9.2030 28.7967 15.8258  -0.95
53 H -9.6276 28.4094 16.5912  0.49
54 H -9.9005 28.8665 15.1740  0.44
55 O -16.2695 30.2648 17.1706  -1.00
56 H -15.7116 31.0323 17.0441  0.51
57 H -15.7542 29.5345 16.8280  0.48
58 O -9.9445 27.9067 18.3338  -0.95
59 H -9.3730 28.2474 19.0219  0.48
60 H -10.8298 28.1164 18.6315  0.49

***

No. 2
The following is a quantum chemistry calculation of C22H27NO4 in the gas phase, from OMol25.

- ΔE to the lowest compared entry with this formula, charge and spin (kJ/mol) = 169.3
- SMILES string = C[C@@H]1CN(C[C@@H](O)COc2ccc(C(=O)c3ccccc3)cc2)C[C@H](C)O1

Each line ends with the natural charge from an NBO analysis.
Positions of all 54 atoms, in Å:
1 C -0.4969 2.0762 1.1707  -0.62
2 C 0.7358 1.1835 1.1188  0.08
3 C 0.9580 0.4734 2.4665  -0.24
4 N 2.2256 -0.2201 2.5799  -0.45
5 C 2.2605 -1.6235 2.2728  -0.24
6 C 2.2137 -2.0662 0.7888  0.04
7 O 3.4822 -2.1179 0.1822  -0.71
8 C 1.4927 -3.4265 0.6753  -0.09
9 O 0.1779 -3.3552 1.1785  -0.51
10 C -0.7434 -2.5823 0.5406  0.41
11 C -0.6450 -2.1326 -0.7744  -0.36
12 C -1.6486 -1.3545 -1.3193  -0.09
13 C -2.7684 -1.0051 -0.5696  -0.22
14 C -3.8814 -0.1975 -1.1208  0.54
15 O -5.0148 -0.3040 -0.6924  -0.54
16 C -3.5597 0.7482 -2.2215  -0.08
17 C -4.5177 0.9724 -3.2079  -0.19
18 C -4.2678 1.8625 -4.2347  -0.21
19 C -3.0682 2.5553 -4.2735  -0.19
20 C -2.1215 2.3576 -3.2811  -0.21
21 C -2.3605 1.4556 -2.2604  -0.22
22 C -2.8777 -1.4895 0.7358  -0.13
23 C -1.8800 -2.2581 1.2870  -0.30
24 C 3.3243 0.6071 2.1219  -0.24
25 C 3.0669 1.2757 0.7621  0.08
26 C 4.1721 2.2616 0.4117  -0.62
27 O 1.8456 1.9992 0.7976  -0.54
28 H -1.3912 1.4728 1.3038  0.21
29 H -0.4095 2.7780 1.9956  0.21
30 H -0.5764 2.6453 0.2485  0.22
31 H 0.6018 0.4305 0.3195  0.15
32 H 0.1422 -0.2272 2.6502  0.21
33 H 0.9449 1.2417 3.2502  0.19
34 H 3.1783 -2.0310 2.7164  0.19
35 H 1.4098 -2.0810 2.7857  0.21
36 H 1.6516 -1.3327 0.2050  0.19
37 H 4.0536 -2.7002 0.6968  0.46
38 H 1.5171 -3.7780 -0.3633  0.19
39 H 1.9935 -4.1692 1.3043  0.19
40 H 0.2034 -2.3936 -1.3879  0.22
41 H -1.5670 -1.0378 -2.3485  0.22
42 H -5.4513 0.4321 -3.1554  0.23
43 H -5.0100 2.0224 -5.0027  0.22
44 H -2.8739 3.2555 -5.0725  0.22
45 H -1.1932 2.9095 -3.3023  0.22
46 H -1.6286 1.3170 -1.4788  0.22
47 H -3.7588 -1.2373 1.3065  0.24
48 H -1.9527 -2.6299 2.2970  0.23
49 H 4.2314 0.0048 2.0714  0.21
50 H 3.4658 1.3997 2.8674  0.19
51 H 3.0056 0.5007 -0.0196  0.17
52 H 4.2428 3.0246 1.1822  0.21
53 H 3.9449 2.7462 -0.5335  0.22
54 H 5.1223 1.7419 0.3292  0.21

***

No. 3
The following is a quantum chemistry calculation of a molecular structure, C54H52F5N5O3PtTe, from OMol25.

- multiplicity = 5
- ΔE to the lowest compared entry with this formula, charge and spin (kJ/mol) = 77.2

Each line ends with the Löwdin spin population.
Positions of all 121 atoms, in Å:
1 Pt 0.3181 0.0461 0.1421  0.68
2 C -1.3549 5.7276 -3.7607  0.03
3 C -1.1480 4.6973 -2.6922  0.19
4 C -1.2252 5.0655 -1.3317  0.17
5 C -0.9614 4.1205 -0.3665  0.10
6 C -0.9292 4.5975 1.0601  0.00
7 O -1.8888 5.1830 1.5144  0.00
8 C 0.3227 4.4308 1.8570  0.00
9 C 0.2636 4.5785 3.2407  0.00
10 C 1.4120 4.4466 4.0008  0.00
11 C 2.6320 4.2028 3.3780  0.00
12 C 2.6998 4.0870 1.9975  0.00
13 C 1.5439 4.1885 1.2379  0.00
14 C -0.7460 2.7551 -0.6962  0.18
15 O -0.5958 1.9242 0.2792  0.34
16 C -0.7827 2.3269 -2.1172  0.19
17 C -0.8915 3.3876 -3.0502  0.10
18 C -0.7581 0.9906 -2.5808  0.20
19 N -0.6976 -0.1119 -1.7757  0.36
20 C -0.6527 -1.4257 -2.4274  0.04
21 C -2.0105 -1.9743 -2.8955  0.05
22 Te -3.4848 -1.8873 -1.3785  0.60
23 C -4.3797 -0.1371 -2.2199  0.09
24 C -4.1305 1.1321 -1.7122  0.01
25 C -4.7308 2.2448 -2.2871  0.00
26 C -5.5828 2.0886 -3.3715  0.00
27 C -5.8350 0.8217 -3.8807  0.01
28 C -5.2329 -0.2918 -3.3087  0.03
29 C -0.7979 0.8091 -4.0713  0.02
30 C -1.9788 0.9995 -4.7874  0.01
31 C -2.0167 0.8049 -6.1603  0.00
32 C -0.8684 0.4260 -6.8435  0.00
33 C 0.3204 0.2656 -6.1469  0.00
34 C 0.3545 0.4624 -4.7728  0.01
35 H -1.4486 6.7274 -3.3417  0.00
36 H -2.2618 5.5048 -4.3277  0.01
37 H -0.5244 5.7196 -4.4687  0.01
38 H -1.4205 6.0888 -1.0410  0.01
39 H -0.6934 4.7812 3.7043  0.00
40 H 1.3595 4.5327 5.0783  0.00
41 H 3.5320 4.1035 3.9713  0.00
42 H 3.6499 3.8992 1.5147  0.00
43 H 1.5911 4.0824 0.1606  0.00
44 H -0.8349 3.1594 -4.1051  0.00
45 H -0.2117 -2.1225 -1.7297  0.00
46 H -0.0124 -1.4054 -3.3102  0.00
47 H -1.9272 -3.0242 -3.1706  0.01
48 H -2.4177 -1.4017 -3.7268  0.00
49 H -3.4522 1.2638 -0.8856  0.00
50 H -4.5194 3.2312 -1.8920  0.00
51 H -6.0487 2.9547 -3.8236  0.00
52 H -6.5025 0.6971 -4.7239  0.00
53 H -5.4365 -1.2766 -3.7158  0.01
54 H -2.8690 1.3172 -4.2631  0.00
55 H -2.9468 0.9513 -6.6956  0.00
56 H -0.8980 0.2654 -7.9134  0.00
57 H 1.2261 -0.0077 -6.6732  0.00
58 H 1.2886 0.3497 -4.2333  0.00
59 C -1.0900 1.0734 3.1606  0.00
60 N -2.0454 1.0182 4.2630  0.01
61 C -3.3801 1.2785 3.7237  0.00
62 N -3.7458 0.3036 2.6922  0.01
63 C -2.7453 0.3730 1.6356  0.02
64 N -1.3841 0.0727 2.1103  0.10
65 C -1.4094 -1.2768 2.7265  0.00
66 N -2.3725 -1.3496 3.8243  0.01
67 C -2.0292 -0.3369 4.8226  0.00
68 C -3.6952 -1.0367 3.2878  0.00
69 H -0.0939 0.9136 3.5547  0.00
70 H -1.1279 2.0549 2.7011  0.00
71 H -3.3986 2.2802 3.2884  0.00
72 H -4.1106 1.2292 4.5330  0.00
73 H -2.7430 1.3765 1.2147  0.00
74 H -3.0020 -0.3516 0.8622  0.03
75 H -0.4132 -1.5159 3.0889  0.00
76 H -1.6751 -1.9931 1.9528  0.00
77 H -1.0321 -0.5494 5.2131  0.00
78 H -2.7457 -0.3878 5.6448  0.00
79 H -4.4339 -1.0934 4.0894  0.00
80 H -3.9474 -1.7738 2.5220  0.00
81 C 4.9252 -2.1775 -1.5597  0.00
82 C 3.4944 -2.6714 -1.8065  0.02
83 C 3.3045 -4.0537 -1.1608  0.01
84 C 3.2389 -2.7664 -3.3170  0.00
85 C 2.5084 -1.7614 -1.2015  0.14
86 C 1.6538 -1.0948 -0.6491  0.01
87 H 5.6320 -2.8301 -2.0769  0.00
88 H 5.1700 -2.1920 -0.4974  0.00
89 H 5.0575 -1.1606 -1.9317  0.00
90 H 4.0845 -4.7338 -1.5107  0.00
91 H 2.3322 -4.4731 -1.4264  0.00
92 H 3.3594 -3.9838 -0.0734  0.00
93 H 3.8940 -3.5194 -3.7607  0.00
94 H 3.4345 -1.8094 -3.8042  0.00
95 H 2.2036 -3.0490 -3.5148  0.00
96 C 1.8179 0.4885 1.5574  0.02
97 C 2.4469 -0.5862 2.3915  0.00
98 C 3.5209 -1.3239 1.8887  0.00
99 C 4.1214 -2.3306 2.6254  0.00
100 C 3.6798 -2.6184 3.9100  0.00
101 C 2.6543 -1.8608 4.4511  0.00
102 C 2.0558 -0.8559 3.7025  0.00
103 H 2.5801 0.9686 0.9456  0.00
104 H 1.3423 1.2495 2.1688  0.00
105 H 3.8777 -1.0946 0.8961  0.00
106 H 4.9391 -2.8969 2.1946  0.00
107 H 4.1438 -3.4075 4.4872  0.00
108 H 2.3206 -2.0435 5.4654  0.00
109 H 1.2828 -0.2623 4.1690  0.00
110 F 0.7704 -7.6047 -0.0413  0.00
111 C 0.1454 -6.4210 -0.0377  0.00
112 C 0.5544 -5.4081 0.8133  0.00
113 F 1.5906 -5.6153 1.6301  0.00
114 C -0.0878 -4.1863 0.8146  0.00
115 F 0.3580 -3.2433 1.6501  0.00
116 C -1.1786 -3.8986 -0.0289  0.01
117 O -1.7494 -2.7191 -0.0246  0.11
118 C -1.5500 -4.9532 -0.8724  0.00
119 F -2.5972 -4.7713 -1.7144  0.01
120 C -0.9186 -6.1826 -0.8838  0.00
121 F -1.3381 -7.1394 -1.7179  0.00

***

No. 4
The following is a quantum chemistry calculation of 9 unconnected molecules or ions with the total composition C14H48BBr2O13P2S2, from OMol25.

- total charge = +1

Each line ends with the Löwdin charge.
Positions of all 82 atoms, in Å:
1 C -2.4479 2.1122 3.5168  -0.13
2 C -3.6862 1.7070 2.6706  -0.76
3 Br -4.6786 0.1875 3.4923  0.80
4 C -3.4247 1.4782 1.1544  -0.85
5 Br -2.9174 3.1504 0.2632  0.81
6 P -2.1234 0.2028 0.7517  0.93
7 C -2.4471 -1.4440 1.5551  -0.32
8 C -1.5318 -2.6022 1.0450  -0.24
9 C -0.2081 -2.6904 1.9094  -0.19
10 S 1.2748 -3.2158 0.9799  0.69
11 O 2.3252 -2.1952 1.2437  -0.32
12 O 1.7225 -4.5661 1.3717  -0.29
13 O 1.0601 -3.2314 -0.6477  -0.20
14 P -2.2236 -0.0761 -1.4534  0.27
15 S -0.6218 -0.8988 -2.1798  0.24
16 B -0.2956 0.8303 1.0635  -0.73
17 O 0.3653 1.4318 -0.0132  0.09
18 O 0.3641 0.6978 2.2906  0.11
19 H -1.9779 2.9884 3.0190  0.08
20 H -1.7259 1.2901 3.6790  0.06
21 H -2.8204 2.4585 4.5014  0.09
22 H -4.3954 2.5581 2.7361  0.09
23 H -4.3769 1.0965 0.7205  0.08
24 H -3.5205 -1.7124 1.4249  0.06
25 H -2.2902 -1.3370 2.6529  0.09
26 H -1.3331 -2.6022 -0.0424  0.05
27 H -2.0749 -3.5504 1.2518  0.13
28 H -0.0003 -1.7561 2.4586  0.09
29 H -0.3755 -3.4716 2.6796  0.12
30 H 0.4281 -3.9262 -0.8871  0.09
31 H -2.3009 1.2704 -1.9528  -0.05
32 H -3.4549 -0.7025 -1.8115  -0.01
33 H 0.9001 2.1275 0.3967  0.13
34 H 1.1612 0.1666 2.1354  0.11
35 C 5.5487 -1.6592 -0.7198  -0.16
36 O 5.6098 -1.4447 0.6838  -0.12
37 H 6.5396 -1.4961 -1.1404  0.07
38 H 5.2348 -2.6852 -0.9290  0.08
39 H 4.8446 -0.9550 -1.1724  0.07
40 H 4.7261 -1.5935 1.0331  0.04
41 C -6.2593 -3.0085 2.1884  -0.15
42 O -5.8580 -2.5777 0.8845  -0.15
43 H -7.0605 -2.3609 2.5401  0.08
44 H -6.6182 -4.0384 2.1428  0.09
45 H -5.4116 -2.9419 2.8775  0.06
46 H -5.1558 -3.1648 0.5947  0.06
47 C 6.5718 0.4695 -3.5140  -0.15
48 O 7.2898 1.4281 -2.7346  -0.13
49 H 6.5046 0.8298 -4.5371  0.05
50 H 7.1008 -0.4874 -3.5023  0.08
51 H 5.5639 0.3442 -3.1073  0.07
52 H 7.3369 1.0902 -1.8364  0.07
53 C -2.9034 -0.4265 7.1191  -0.15
54 O -2.0148 -0.0174 6.0797  -0.16
55 H -3.7034 -1.0168 6.6765  0.07
56 H -2.3704 -1.0372 7.8509  0.08
57 H -3.3340 0.4480 7.6124  0.08
58 H -1.3171 0.5004 6.4886  0.08
59 C -8.1333 0.7659 1.6555  -0.16
60 O -8.2869 0.4625 3.0363  -0.14
61 H -9.0869 0.6019 1.1589  0.08
62 H -7.8396 1.8127 1.5294  0.08
63 H -7.3781 0.1115 1.2066  0.06
64 H -7.4377 0.6126 3.4568  -0.01
65 C 5.5727 -0.2161 -7.4271  -0.14
66 O 6.4551 0.4840 -6.5552  -0.15
67 H 4.8693 -0.7849 -6.8218  0.08
68 H 5.0199 0.4910 -8.0508  0.08
69 H 6.1374 -0.9031 -8.0619  0.08
70 H 7.0673 0.9784 -7.1059  0.08
71 C -3.9757 2.4788 -4.0243  -0.15
72 O -2.9966 3.1125 -3.2009  -0.19
73 H -4.7000 1.9821 -3.3799  0.08
74 H -4.4916 3.2221 -4.6346  0.08
75 H -3.5010 1.7362 -4.6711  0.08
76 H -2.3686 3.5457 -3.7851  0.09
77 C 10.5154 3.5554 -2.9033  -0.17
78 O 10.4436 2.2675 -3.4986  -0.13
79 H 11.5147 3.9554 -3.0651  0.08
80 H 9.7824 4.2245 -3.3624  0.07
81 H 10.3270 3.4852 -1.8282  0.07
82 H 9.5531 1.9315 -3.3445  0.04

***

What did we get for max |F|? Answer: 7.703, 0.728, 0.496, 5.478 eV/A, in the order shown.
What did we get for E? Answer: -45393.9488, -32931.8516, -94554.7089, -222914.4368 eV, in the order shown.